113
Properties=species:S:1:pos:R:3:lowdin_charge:R:1 method="wB97M-V/def2-TZVPD" total_energy_ev=-184765.9673 orbital_gap_ev="3.22 / 4.97" e_above_lowest_kj_mol=0.00 charge=-2 spin_multiplicity=2
Cs 0.4830 0.0850 -0.0039 0.96
O 1.8146 1.9522 1.8432 -0.46
S 0.6643 2.8194 2.0379 0.35
O 0.9145 4.2305 1.8186 -0.34
O -0.5367 2.3255 1.3605 -0.55
C 0.2418 2.7368 3.8034 -0.23
C 0.1739 3.9648 4.4646 -0.06
C -0.2052 4.0424 5.7937 -0.09
C -0.5333 2.8848 6.4850 -0.09
C -0.4628 1.6675 5.8359 -0.11
C -0.0670 1.5642 4.5006 -0.32
P 0.0054 -0.1151 3.7281 1.12
C -1.6142 -0.7694 4.3033 -0.36
C -2.6967 -0.4080 3.4966 -0.08
C -3.9795 -0.8263 3.8095 -0.08
C -4.1940 -1.6361 4.9188 -0.10
C -3.1193 -2.0199 5.7090 -0.10
C -1.8357 -1.5864 5.4043 -0.10
C 1.2026 -0.9940 4.7927 -0.37
C 1.3507 -2.3598 4.5496 -0.11
C 2.2913 -3.1070 5.2346 -0.08
C 3.1214 -2.4913 6.1621 -0.10
C 3.0064 -1.1282 6.3892 -0.09
C 2.0514 -0.3817 5.7098 -0.08
H 0.4204 4.8565 3.9079 0.10
H -0.2527 5.0059 6.2873 0.10
H -0.8420 2.9303 7.5227 0.10
H -0.7194 0.7626 6.3755 0.10
H -2.5233 0.1949 2.6104 0.10
H -4.8090 -0.5358 3.1772 0.09
H -5.1925 -1.9799 5.1605 0.09
H -3.2796 -2.6623 6.5670 0.09
H -1.0006 -1.8939 6.0239 0.10
H 0.7404 -2.8343 3.7895 0.09
H 2.4110 -4.1586 5.0089 0.10
H 3.8772 -3.0677 6.6814 0.09
H 3.6706 -0.6373 7.0905 0.09
H 1.9811 0.6842 5.8822 0.10
F -3.3295 2.1801 -7.3685 0.12
C -2.9955 2.2913 -6.0821 -0.14
C -3.7356 3.1055 -5.2435 -0.14
F -4.7850 3.7813 -5.7225 0.11
C -3.3745 3.2128 -3.9140 -0.22
F -4.1244 4.0278 -3.1645 0.10
C -2.2934 2.5357 -3.3685 -0.31
P -1.8009 2.6840 -1.5911 1.10
C -1.5934 4.4925 -1.4331 -0.35
C -1.2988 5.3248 -2.5109 -0.09
C -0.9971 6.6637 -2.3063 -0.10
C -0.9742 7.1830 -1.0203 -0.10
C -1.2382 6.3528 0.0610 -0.07
C -1.5387 5.0163 -0.1405 -0.10
C -3.3517 2.2882 -0.7179 -0.35
C -4.3039 3.2058 -0.2874 -0.09
C -5.4031 2.7751 0.4407 -0.09
C -5.5623 1.4254 0.7362 -0.10
C -4.6140 0.5067 0.3078 -0.08
C -3.5074 0.9388 -0.4069 -0.09
C -1.5678 1.7144 -4.2317 -0.57
Br -0.1033 0.6685 -3.6642 0.85
C -1.9133 1.5968 -5.5723 -0.27
F -1.2260 0.8187 -6.4081 0.08
H -1.3003 4.9282 -3.5190 0.10
H -0.7706 7.2993 -3.1539 0.09
H -0.7293 8.2258 -0.8592 0.09
H -1.1764 6.7357 1.0713 0.10
H -1.6814 4.3573 0.7067 0.09
H -4.1849 4.2585 -0.5107 0.10
H -6.1356 3.4972 0.7810 0.10
H -6.4202 1.0967 1.3110 0.09
H -4.7033 -0.5452 0.5486 0.10
H -2.7585 0.2102 -0.6962 0.07
N 6.1661 -9.9303 -1.3017 0.09
C 5.5693 -8.9481 -1.1812 -0.24
C 4.8265 -7.7342 -1.0330 -0.27
C 3.4252 -7.7455 -1.0743 -0.06
C 2.7035 -6.5830 -0.9385 -0.05
C 3.3284 -5.3278 -0.7283 -0.17
C 4.7464 -5.3430 -0.6918 -0.04
C 5.4707 -6.4991 -0.8473 -0.05
C 2.5699 -4.0976 -0.5733 -0.07
C 2.9700 -3.2526 0.5319 -0.31
C 3.9325 -3.6029 1.5247 -0.11
C 4.1558 -2.4680 2.3054 -0.14
C 3.2835 -1.4936 1.7948 -0.25
N 2.5633 -1.9566 0.7621 -0.05
C 1.5658 -3.8313 -1.5960 -0.29
C 1.2864 -4.6690 -2.7111 -0.10
C 0.2841 -4.0422 -3.4535 -0.15
C 0.0214 -2.8461 -2.7753 -0.29
N 0.7852 -2.7033 -1.6775 0.01
H 2.9123 -8.6913 -1.2093 0.10
H 1.6249 -6.6243 -0.9875 0.09
H 5.2603 -4.4029 -0.5494 0.11
H 6.5541 -6.4665 -0.8384 0.10
H 4.4176 -4.5617 1.6317 0.08
H 4.8280 -2.3621 3.1450 0.07
H 3.1594 -0.4676 2.1345 0.08
H 1.7817 -5.5914 -2.9672 0.08
H -0.1685 -4.3838 -4.3745 0.06
H -0.6944 -2.0839 -3.0573 0.04
O -2.1953 -1.7319 0.1723 -0.20
N -1.6262 -2.9036 0.2640 -0.22
C -0.7094 -3.1203 1.2276 -0.05
C -0.0947 -4.3418 1.3729 -0.04
C -0.4262 -5.3749 0.5108 -0.07
C -1.3406 -5.1233 -0.4973 -0.05
C -1.9252 -3.8804 -0.6106 -0.03
H -0.4956 -2.2593 1.8440 0.07
H 0.6767 -4.4575 2.1212 0.11
H 0.0534 -6.3391 0.6020 0.10
H -1.5753 -5.8759 -1.2364 0.11
H -2.6188 -3.5951 -1.3840 0.13